Below is a structure of composition C4H6BeO3 in a non-equilibrium geometry, with properties calculated with the ωB97M-V functional and the def2-TZVPD basis.

Structure (XYZ):
```
14
Properties=species:S:1:pos:R:3:forces:R:3
O 0.95725 1.02774 -0.13894 1.61 0.16 0.25
Be 2.44768 0.59545 -0.10440 2.10 0.78 0.06
O 1.99011 -0.86190 -0.05653 2.14 0.42 0.06
C 0.88837 -0.30596 -0.11677 -6.19 -3.24 -0.14
O -0.26570 -0.83464 -0.15242 1.66 1.89 0.04
C -0.37199 -2.27822 -0.09164 -0.19 -1.70 0.03
H -1.44206 -2.48342 -0.14261 0.25 0.09 0.00
H 0.15597 -2.71006 -0.94707 -0.14 0.10 0.16
H 0.05367 -2.62311 0.85555 -0.11 0.09 -0.19
C -0.17566 1.90829 -0.31327 -1.69 1.60 -0.44
C -1.13040 1.97378 0.58771 0.62 0.37 -0.22
H -0.09163 2.44816 -1.25356 0.14 -0.21 0.25
H -1.13003 1.40636 1.51737 -0.24 0.21 -0.18
H -1.88559 2.73752 0.35658 0.05 -0.56 0.31
```
Forces are in eV/Å.

Its net charge is +2. The gap between HOMO and LUMO comes out at 8.055 eV. The value obtained for the calculated total energy is -10768.140 eV. The calculation puts the energy above the lowest of the compared OMol25 structures with the same formula, charge and spin at 0.3814 eV. The LUMO energy is -11.8 eV. Its multiplicity is 1.

=====

Below is a cluster of 2 separate species, C4H6Br2O in total in a non-equilibrium geometry, with properties calculated with the ωB97M-V functional and the def2-TZVPD basis.

Structure (XYZ):
```
13
Properties=species:S:1:pos:R:3:forces:R:3
C -0.92870 0.60660 -0.98073 -0.11 2.27 1.55
C 0.23040 -0.00538 -0.95828 0.14 -0.52 0.52
C 1.52402 0.55546 -0.44333 0.57 -2.06 3.12
Br 0.28478 -1.79441 -1.78420 0.25 0.98 0.36
H -1.76263 0.25832 -1.48461 -1.40 -1.03 -0.91
H -1.17891 1.56953 -0.41888 1.04 -1.25 -0.82
H 1.88720 0.98340 -1.30638 1.82 1.00 -1.67
H 1.51247 1.30430 0.37777 -1.01 -0.13 -0.77
H 2.24486 -0.19746 0.07651 -1.25 0.84 -1.61
O 0.18000 -0.43582 2.14667 -1.04 -0.25 -0.38
C -0.81167 -0.90709 1.65343 2.61 1.39 1.81
Br -2.49439 -0.16293 2.06043 -0.70 -0.11 -0.16
H -0.68743 -1.77452 1.06161 -0.93 -1.11 -1.03
```
Forces are in eV/Å.

Its net charge is 0. The gap between HOMO and LUMO comes out at 10.349 eV. Its structure (SMILES) is C=C(C)Br.O=CBr. The value obtained for the calculated total energy is -146376.056 eV. The calculation puts the energy above the lowest of the compared OMol25 structures with the same formula, charge and spin at 1.5036 eV. The LUMO energy is 0.6 eV. Its multiplicity is 1.

=====

> Among the records above, which one has the highest energy above the lowest of the compared OMol25 structures with the same formula, charge and spin?

C4H6Br2O